No. 1
Formula: C33H27F6GeN3O6ReS2
Source: OMol25
Level of theory: wB97M-V/def2-TZVPD

The LUMO energy (spin up / spin down) comes out at -4.6 / -4.6 eV. The energy above the lowest of the compared OMol25 structures with the same formula, charge and spin is 2.910 eV. Its frontier orbital gap (spin up / spin down) is 6.72 / 6.73 eV. As for the net charge: +1. As for the highest occupied orbital energy (spin up / spin down): -11.34 / -11.34 eV.

Each line ends with the Mulliken charge.
CARTESIAN COORDINATES (ANGSTROEM)
Re1 12.65 15.68 10.12  2.330
Ge1 10.13 13.17 9.57  1.677
S1 16.61 13.15 9.03  0.482
S2 14.26 13.06 10.66  0.925
F1 12.59 12.42 12.54  -0.167
F2 18.82 14.12 10.09  -0.222
F3 18.30 12.10 10.80  -0.202
F4 14.68 12.22 13.15  -0.174
F5 13.89 10.76 11.79  -0.195
F6 17.27 13.86 11.60  -0.191
O1 10.85 16.33 9.64  -0.469
O2 12.39 16.08 12.00  -0.619
O3 12.95 12.77 9.89  -0.236
O4 17.16 12.05 8.27  -0.577
O5 14.32 14.47 11.09  -0.770
O6 14.51 15.66 8.86  -0.548
N1 12.85 17.63 9.44  0.162
N2 15.45 12.42 10.07  -0.530
N3 11.77 18.39 9.51  -1.030
C1 10.50 8.44 9.63  -0.599
C2 9.33 14.51 12.08  0.250
C3 10.29 10.56 10.72  -0.272
C4 8.10 20.18 9.98  -0.718
C5 9.76 14.62 6.99  0.197
C6 7.32 14.10 13.31  -0.677
C7 13.94 17.45 10.21  1.062
C8 7.78 14.45 5.62  -0.540
C9 7.05 13.03 12.45  -0.811
C10 7.96 13.20 7.69  -0.343
C11 9.36 18.17 9.60  0.593
C12 9.08 13.49 11.16  -0.150
C13 9.30 19.56 9.73  -0.783
C14 15.08 16.85 9.46  -0.732
C15 7.00 17.98 10.01  -1.099
C16 7.92 12.74 11.39  -0.019
C17 8.24 17.35 9.77  -0.067
C18 7.23 13.57 6.55  -0.852
C19 12.68 17.60 13.82  -1.445
C20 13.89 17.84 11.61  -1.384
C21 17.85 13.32 10.52  0.752
C22 10.49 10.49 8.35  -0.853
C23 13.04 17.20 12.43  0.934
C24 6.94 19.40 10.04  -0.398
C25 9.22 13.74 7.94  0.293
C26 13.84 12.05 12.17  0.551
C27 12.02 13.89 9.93  -0.239
C28 9.05 14.95 5.83  -0.676
C29 10.34 9.18 10.79  -0.992
C30 8.50 14.81 13.12  -0.623
C31 10.34 11.23 9.51  0.171
C32 10.71 17.65 9.56  0.462
C33 10.57 9.10 8.41  -0.704
H1 5.97 19.84 10.20  0.403
H2 11.67 17.89 13.88  0.315
H3 9.49 15.61 5.08  0.397
H4 15.84 16.54 10.14  0.336
H5 8.07 21.25 10.11  0.412
H6 7.66 11.85 10.79  0.372
H7 10.71 8.54 7.49  0.432
H8 6.13 12.48 12.64  0.415
H9 10.19 11.14 11.63  0.491
H10 14.56 18.56 12.06  0.410
H11 6.66 14.36 14.09  0.479
H12 10.51 7.38 9.77  0.453
H13 7.25 14.77 4.75  0.411
H14 13.28 18.43 14.14  0.440
H15 6.26 13.15 6.40  0.472
H16 10.26 8.69 11.76  0.425
H17 7.44 12.53 8.36  0.277
H18 10.21 20.12 9.70  0.519
H19 8.29 16.28 9.77  0.797
H20 10.48 10.90 7.36  0.449
H21 10.22 15.14 12.02  0.109
H22 14.33 15.80 7.89  0.367
H23 12.87 16.79 14.52  0.321
H24 6.07 17.42 10.11  0.426
H25 10.75 15.04 7.13  0.196
H26 8.70 15.64 13.81  0.399
H27 15.42 17.54 8.68  0.541

No. 2
Formula: C30H46N2O10
Source: OMol25
Level of theory: wB97M-V/def2-TZVPD

The LUMO energy comes out at -0.8 eV. The energy above the lowest of the compared OMol25 structures with the same formula, charge and spin is 3.056 eV. Its frontier orbital gap is 8.36 eV. As for the highest occupied orbital energy: -9.16 eV.

Each line ends with the Mulliken charge.
CARTESIAN COORDINATES (ANGSTROEM)
O1 1.58 0.25 -5.96  -0.614
O2 1.01 -1.94 -1.93  -0.506
O3 -1.92 -3.62 -5.60  -0.555
O4 4.86 0.90 0.90  -0.467
O5 -5.45 1.11 -1.89  -0.559
O6 -4.46 2.93 1.80  -0.559
O7 1.90 -1.04 -0.07  -0.474
O8 -0.42 1.74 3.88  -0.553
O9 -0.81 2.70 5.75  -0.569
O10 6.02 -4.12 0.81  -0.548
N1 -0.06 2.40 4.84  0.949
N2 0.96 -1.21 -0.91  0.878
C1 -5.53 2.15 3.93  -1.247
C2 -6.36 0.56 -1.25  0.814
C3 -3.36 3.48 3.87  -0.845
C4 -2.82 -0.56 -1.15  -0.516
C5 -6.63 -0.88 -1.38  -1.092
C6 -0.41 -0.68 -0.60  -0.391
C7 -1.94 0.24 1.00  -0.668
C8 -1.33 -5.66 -4.60  -1.072
C9 -1.46 -0.86 -1.51  -0.037
C10 -7.29 1.29 -0.23  -0.894
C11 -0.17 0.43 -4.38  -0.684
C12 0.49 -3.83 -5.17  -0.978
C13 -4.41 2.83 3.07  0.936
C14 5.52 -3.43 1.64  0.612
C15 3.23 3.70 6.07  -0.299
C16 5.40 -4.08 3.04  -1.091
C17 -0.98 -4.27 -5.17  0.913
C18 5.98 2.35 -0.64  -1.402
C19 4.74 0.30 -1.37  -0.852
C20 3.70 2.32 4.15  -0.468
C21 1.40 2.79 4.85  0.170
C22 5.03 1.29 -0.28  0.899
C23 -0.63 -0.14 0.64  -0.385
C24 2.31 2.20 3.92  -0.211
C25 4.15 3.03 5.25  -0.548
C26 4.88 -2.08 1.37  -0.270
C27 -3.02 -0.02 0.15  -0.007
C28 -0.68 0.04 -6.78  -1.154
C29 0.34 0.40 -5.81  0.755
C30 1.91 3.64 5.89  -0.601
H1 -1.08 -0.96 -6.62  0.214
H2 -0.17 -0.13 -7.73  0.370
H3 -2.18 0.54 2.01  0.316
H4 5.18 -1.72 0.39  -0.196
H5 6.16 2.99 0.22  0.376
H6 -5.39 1.10 4.20  0.315
H7 5.63 3.07 -1.37  0.390
H8 5.10 -0.71 -1.23  0.348
H9 6.98 2.02 -0.90  0.306
H10 -7.24 2.32 -0.58  0.314
H11 -4.00 0.09 0.59  0.251
H12 3.66 0.47 -1.42  0.086
H13 -6.60 -1.38 -0.42  0.333
H14 -5.77 2.82 4.76  0.401
H15 1.23 -4.59 -5.45  0.394
H16 5.00 0.64 -2.37  0.351
H17 -8.33 0.95 -0.17  0.379
H18 0.10 1.46 -4.13  0.356
H19 0.12 -0.07 1.41  0.494
H20 -2.76 4.26 3.39  0.384
H21 -2.57 2.74 3.99  -0.003
H22 -3.64 -0.83 -1.79  0.249
H23 5.83 -5.08 2.93  0.324
H24 -1.30 -1.37 -2.45  0.662
H25 5.20 -1.32 2.09  0.348
H26 -7.40 -1.20 -2.08  0.395
H27 3.79 -2.21 1.35  0.178
H28 0.49 -0.21 -3.79  0.146
H29 5.22 3.14 5.34  0.371
H30 3.61 4.39 6.81  0.351
H31 -1.69 -5.53 -3.58  0.244
H32 -0.47 -6.32 -4.70  0.323
H33 1.24 4.17 6.55  0.415
H34 4.34 -4.22 3.25  0.285
H35 -1.40 0.85 -6.92  0.385
H36 -6.41 2.06 3.30  0.290
H37 2.04 1.55 3.11  0.503
H38 -6.84 1.29 0.76  0.105
H39 -3.71 3.88 4.82  0.357
H40 -1.12 -0.01 -4.10  0.263
H41 5.87 -3.59 3.90  0.325
H42 -2.13 -6.12 -5.17  0.332
H43 0.73 -2.93 -5.72  0.252
H44 4.39 1.84 3.48  0.463
H45 0.83 -3.44 -4.21  0.164
H46 -5.79 -1.34 -1.91  0.284

No. 3
Formula: C4H6N2O
Source: OMol25
Level of theory: wB97M-V/def2-TZVPD

The LUMO energy comes out at 0.9 eV. The energy above the lowest of the compared OMol25 structures with the same formula, charge and spin is 1.675 eV. Its frontier orbital gap is 9.87 eV. As for the highest occupied orbital energy: -8.93 eV.

Each line ends with the Mulliken charge.
CARTESIAN COORDINATES (ANGSTROEM)
O1 0.96 -0.94 -1.00  -0.167
N1 2.64 -0.26 0.44  -0.551
N2 -0.42 -0.84 -1.19  -0.501
C1 0.22 0.42 0.58  -0.625
C2 -0.84 -0.03 -0.26  0.731
C3 -2.30 0.25 -0.13  -1.013
C4 1.31 -0.21 0.06  0.402
H1 -2.52 1.32 -0.17  0.278
H2 -2.84 -0.25 -0.94  0.328
H3 0.18 1.05 1.45  0.330
H4 3.15 0.60 0.31  0.257
H5 3.13 -1.03 0.00  0.278
H6 -2.68 -0.14 0.82  0.252

No. 4
Formula: C11H19CuNOP
Source: OMol25
Level of theory: wB97M-V/def2-TZVPD

The spin multiplicity is 2. The LUMO energy (spin up / spin down) comes out at 2.8 / 2.7 eV. Its frontier orbital gap (spin up / spin down) is 3.18 / 4.82 eV. As for the net charge: -1. As for the highest occupied orbital energy (spin up / spin down): -0.38 / -2.10 eV.

Each line ends with the Löwdin spin population.
CARTESIAN COORDINATES (ANGSTROEM)
Cu1 -0.40 1.54 -0.71  0.222
P1 -0.67 3.23 -1.90  0.143
O1 0.28 -0.15 -0.20  0.068
N1 0.59 -1.37 1.67  0.074
C1 0.53 -1.58 3.12  0.013
C2 -0.75 -1.13 -4.80  0.002
C3 0.55 -0.19 1.05  0.203
C4 -0.54 1.37 2.60  0.026
C5 0.39 -0.28 -4.59  0.001
C6 1.40 -1.07 -3.89  0.001
C7 0.84 -2.35 -3.62  0.000
C8 -0.50 -2.38 -4.14  0.001
C9 0.75 1.07 1.86  0.061
C10 -0.67 -0.91 3.79  0.004
C11 -0.60 0.61 3.93  0.006
H1 0.46 -2.67 3.28  0.004
H2 0.28 0.88 4.53  0.006
H3 -1.67 -0.83 -5.29  0.000
H4 1.34 -3.17 -3.12  0.000
H5 0.65 -2.18 1.04  0.010
H6 -0.59 3.04 -3.32  0.006
H7 -1.19 -3.20 -4.07  0.000
H8 0.30 4.25 -1.63  0.035
H9 -0.62 2.45 2.79  0.018
H10 1.58 0.91 2.57  0.015
H11 -1.41 1.10 1.98  0.013
H12 1.47 -1.24 3.58  0.004
H13 -1.89 3.95 -1.72  0.020
H14 -1.49 0.94 4.49  0.003
H15 0.50 0.75 -4.90  0.000
H16 -0.78 -1.34 4.79  0.000
H17 -1.58 -1.20 3.23  0.003
H18 1.04 1.89 1.19  0.036
H19 2.40 -0.74 -3.62  0.000

No. 5
Formula: C17H24HgNO11S
Source: OMol25
Level of theory: wB97M-V/def2-TZVPD

The LUMO energy comes out at -9.7 eV. The energy above the lowest of the compared OMol25 structures with the same formula, charge and spin is 1.099 eV. Its frontier orbital gap is 3.09 eV. As for the net charge: +1. As for the highest occupied orbital energy: -12.74 eV.

Each line ends with the Mulliken charge.
CARTESIAN COORDINATES (ANGSTROEM)
Hg1 -1.58 -0.76 -3.67  1.202
S1 -2.73 -1.01 5.59  1.088
O1 -3.00 -2.00 6.59  -0.509
O2 2.86 -4.33 -0.53  -0.377
O3 -1.66 -0.88 -1.49  -0.520
O4 5.94 0.86 -2.77  -0.575
O5 -3.82 -1.14 4.42  -0.355
O6 -2.95 4.04 -2.47  -0.393
O7 4.47 1.21 -4.29  -0.604
O8 -1.49 -1.44 4.60  -0.340
O9 -2.68 0.37 5.93  -0.505
O10 3.87 -2.33 -0.47  -0.493
O11 -1.95 5.98 -2.94  -0.522
N1 4.80 1.01 -3.14  1.008
C1 3.09 1.03 0.18  -0.490
C2 -2.76 2.96 -1.56  -0.033
C3 1.81 1.41 -0.22  -0.831
C4 -3.31 -1.75 3.25  -0.176
C5 -1.80 3.45 -0.48  -0.236
C6 -1.92 -2.30 3.55  0.193
C7 1.53 -4.87 -0.48  -0.504
C8 3.78 1.04 -2.09  -0.171
C9 2.46 1.29 -2.51  -0.667
C10 4.10 0.96 -0.77  -0.395
C11 1.46 1.51 -1.56  0.410
C12 0.72 -3.76 0.14  -0.281
C13 -1.80 -0.28 -0.26  0.041
C14 2.88 -2.99 -0.48  0.288
C15 1.44 -2.49 -0.33  0.135
C16 -1.02 4.52 -1.23  -0.362
C17 -1.99 4.98 -2.30  0.391
H1 -3.98 -2.56 2.95  0.302
H2 -1.91 -1.02 0.55  0.016
H3 2.13 1.30 -3.54  0.464
H4 3.29 0.87 1.23  0.485
H5 5.12 0.83 -0.43  0.477
H6 -2.46 3.91 0.26  0.426
H7 -2.61 0.45 -0.15  0.338
H8 -3.70 2.76 -1.05  0.327
H9 -2.46 2.06 -2.10  -0.104
H10 -0.04 4.22 -1.61  0.101
H11 -3.32 -0.95 2.51  0.188
H12 -0.27 -3.67 -0.31  0.225
H13 0.46 1.69 -1.92  0.560
H14 1.05 1.48 0.55  0.337
H15 -1.83 -3.31 3.94  0.312
H16 -1.17 2.69 -0.02  0.065
H17 0.65 -3.81 1.23  0.225
H18 1.13 -2.18 -1.33  0.045
H19 1.40 -1.62 0.33  0.151
H20 1.52 -5.79 0.11  0.336
H21 -1.28 -2.17 2.68  -0.165
H22 1.17 -5.17 -1.46  0.236
H23 -0.74 5.39 -0.63  0.366
H24 -0.89 0.28 -0.01  -0.128

No. 6
Formula: C20H25N5
Source: OMol25
Level of theory: wB97M-V/def2-TZVPD

The LUMO energy comes out at 0.5 eV. The energy above the lowest of the compared OMol25 structures with the same formula, charge and spin is 13.902 eV. Its frontier orbital gap is 7.72 eV. As for the highest occupied orbital energy: -7.26 eV.

Each line ends with the Mulliken charge.
CARTESIAN COORDINATES (ANGSTROEM)
N1 -2.33 -0.81 0.07  -0.154
N2 -3.86 4.59 1.02  -0.085
N3 0.56 -4.42 0.83  -0.048
N4 0.94 -1.05 -0.18  0.427
N5 3.39 0.60 -0.27  -0.194
C1 -3.57 4.57 -0.31  -0.660
C2 -3.31 0.24 0.29  -0.345
C3 5.41 1.73 -0.71  -0.804
C4 0.47 1.14 0.71  -0.632
C5 5.77 0.28 -0.52  -0.744
C6 -4.62 -0.43 0.44  -0.778
C7 0.78 -0.35 1.02  -0.299
C8 -2.06 4.50 -0.48  -0.615
C9 0.87 -4.70 -1.40  -0.380
C10 -1.48 4.58 0.88  -0.371
C11 0.23 1.18 -0.83  -0.116
C12 4.36 -0.36 -0.10  -0.163
C13 -2.67 4.58 1.86  -0.836
C14 -0.19 -4.75 -0.32  -0.601
C15 2.29 -4.50 -0.79  -0.353
C16 3.82 1.94 -0.65  -0.496
C17 -4.40 -1.86 0.02  -0.704
C18 0.61 -0.31 -1.35  -0.035
C19 1.95 -4.23 0.64  -0.590
C20 -2.91 -2.04 -0.08  -0.028
H1 2.83 -4.01 1.37  0.318
H2 -1.53 4.43 -1.30  0.677
H3 -2.89 1.22 0.35  0.347
H4 -1.22 -0.34 0.07  0.618
H5 1.02 -0.83 2.01  0.355
H6 1.21 -2.08 -0.05  -0.286
H7 0.78 -5.03 -2.48  0.344
H8 2.29 0.34 -0.22  0.378
H9 -5.37 0.05 0.86  0.558
H10 -4.91 4.51 1.33  0.289
H11 -1.25 -5.01 -0.33  0.490
H12 -4.33 4.59 -1.00  0.476
H13 -0.47 4.65 1.14  0.535
H14 -2.67 4.74 2.80  0.598
H15 -5.22 -2.64 -0.03  0.294
H16 0.11 -4.29 1.84  0.313
H17 4.08 -1.36 0.36  0.221
H18 -2.19 -2.76 -0.25  0.147
H19 3.15 2.68 -0.90  0.423
H20 6.09 2.32 -1.00  0.518
H21 0.47 -0.77 -2.41  0.281
H22 3.20 -4.39 -1.30  0.481
H23 0.24 1.91 1.31  0.630
H24 -0.16 2.10 -1.43  0.148
H25 6.69 -0.17 -0.52  0.455

no.,electronic energy (a.u.)
1,-5439.7583
2,-2032.3033
3,-340.7334
4,-2542.2411
5,-2095.6099
6,-1050.3946